An isolated molecule of CH3I2O2P at a distorted geometry, computed with wB97M-V/def2-TZVPD.

Geometry as XYZ:
```
9
Properties=species:S:1:pos:R:3:nbo_charge:R:1
C -0.925 -0.415 -0.830 -1.004
O -0.164 2.302 -0.223 -1.026
O -1.014 0.609 1.642 -1.027
P -0.574 0.979 0.313 2.187
I 2.234 0.455 0.507 0.091
I 3.139 -1.776 1.753 0.022
H -1.788 -1.067 -0.680 0.269
H -0.961 -0.135 -1.780 0.234
H 0.052 -0.952 -0.702 0.254
```

Computed properties:
energy relative to the best compared isomer or geometry (same formula, charge and spin) = 0.8583 eV
Kohn-Sham gap = 7.6 eV
E = -1127.1618 Ha